(1)
Molecular formula: C3H15NO4
Method: DFT, the ωB97M-V functional and the def2-TZVPD basis

Each line ends with the Löwdin charge.
Geometry (Å):
C (3.50536, -1.70893, 2.51686)  -0.134
C (3.08807, -2.07931, 1.11996)  -0.197
C (1.86797, -1.59360, 0.67199)  -0.223
N (1.55153, -1.58502, -0.73886)  0.004
H (3.55050, -2.68375, 3.02827)  0.072
H (4.42930, -1.13425, 2.53072)  0.066
H (2.65581, -1.07778, 2.81128)  0.059
H (3.60790, -2.82128, 0.42685)  0.115
H (1.07671, -1.02964, 1.33772)  0.129
H (0.52457, -1.39781, -0.71484)  0.037
H (1.67326, -2.40632, -1.32645)  0.081
O (-0.78491, 0.33021, -3.18076)  -0.065
H (-1.53159, 0.62936, -2.66684)  0.002
H (-0.50759, 1.15702, -3.62677)  0.053
O (-4.06868, 1.04689, 0.15165)  -0.125
H (-4.65418, 0.21189, 0.18287)  0.083
H (-3.29182, 0.85895, -0.45716)  0.024
O (-1.36122, -0.22830, -0.31648)  -0.050
H (-0.44237, 0.05805, -0.22436)  0.034
H (-1.58097, -0.01758, 0.57894)  0.034
O (-2.93898, 5.44096, -0.92634)  -0.006
H (-2.60511, 4.60489, -0.59785)  0.035
H (-3.76355, 5.42536, -0.58039)  -0.030

Cartesian forces (eV/Å) of the 6 atoms listed first:
C -0.777 -1.120 -1.005
C -2.652 0.506 -1.450
C 2.101 -0.538 -0.273
N -2.797 0.650 1.523
H 0.322 0.797 0.731
H 0.081 -0.199 0.232

Properties
- SMILES: C/C=C/N.O.O.O.O
- Energy above the lowest of the compared OMol25 structures with the same formula, charge and spin: 249.68 kJ/mol
- Lowest unoccupied orbital energy: 0.17 eV
- Electronic energy: -478.9337 hartree
- Orbital gap: 8.1924 eV



(2)
Molecular formula: C3H15NO4
Method: DFT, the ωB97M-V functional and the def2-TZVPD basis

Each line ends with the Löwdin charge.
Geometry (Å):
C (-1.20844, -0.72378, 3.86369)  0.001
C (-1.29104, -0.21292, 2.45912)  -0.324
C (-0.24622, 0.45142, 1.90062)  0.215
N (-2.46016, -0.52595, 1.85075)  0.290
H (-0.78635, -1.76273, 3.95663)  0.137
H (-2.22271, -0.95901, 4.19680)  0.093
H (-0.73879, 0.11374, 4.42515)  0.116
H (-0.54888, 1.00279, 0.96080)  0.094
H (0.68248, 0.75314, 2.37731)  0.122
H (-3.32936, -0.77642, 2.21954)  0.135
H (-2.48133, -0.47584, 0.85915)  0.125
H (3.48652, -0.45207, -3.83857)  -0.099
H (3.74921, -1.88412, -3.43517)  0.054
O (3.40246, -1.28042, -4.11579)  -0.016
H (-0.95753, -1.33367, -2.02946)  0.052
H (-0.59217, 0.11926, -1.64942)  -0.021
O (-1.36770, -0.42860, -2.06304)  -0.140
H (1.75515, 1.09731, -3.54220)  0.075
H (2.34987, 1.44829, -2.21935)  0.012
O (2.62247, 1.11600, -3.07417)  -0.052
H (-0.46964, 2.11850, -1.29010)  0.035
H (0.52575, 1.15542, -0.43064)  0.131
O (0.12643, 1.43964, -1.38166)  -0.036

Cartesian forces (eV/Å) of the 6 atoms listed first:
C -0.323 0.210 0.323
C -3.092 -3.381 2.196
C -0.105 2.470 -2.939
N 3.592 1.573 -1.258
H 0.559 1.294 -0.306
H -0.013 0.624 0.337

Properties
- Energy above the lowest of the compared OMol25 structures with the same formula, charge and spin: 251.51 kJ/mol
- Lowest unoccupied orbital energy (spin up / spin down): -4.29 / -8.20 eV
- Electronic energy: -478.6338 hartree
- Spin multiplicity: 2
- Charge: +1
- Orbital gap (spin up / spin down): 8.4385 / 4.5218 eV



(3)
Molecular formula: C3H15NO7
Method: DFT, the ωB97M-V functional and the def2-TZVPD basis

Each line ends with the Löwdin charge.
Geometry (Å):
C (-1.38878, 0.02318, 1.81294)  0.006
C (-0.89312, -1.12128, 0.94210)  -0.532
O (-1.25321, -2.25583, 1.09467)  0.093
N (-0.04024, -0.73971, -0.09414)  0.119
C (0.03317, 0.47719, -0.87555)  -0.261
O (0.61924, 0.30304, -1.90704)  0.050
H (-1.16922, -0.00697, 2.87767)  0.091
H (-1.05874, 1.02117, 1.50698)  0.056
H (-2.47383, 0.12449, 1.71974)  0.088
H (0.05261, -1.50793, -0.74636)  0.136
H (-0.55381, 1.27873, -0.44884)  0.094
O (1.16749, 2.93314, -0.03250)  -0.048
H (1.95855, 2.45313, 0.24999)  0.045
H (0.88556, 3.33368, 0.79962)  0.047
O (3.07866, -0.20258, -0.49070)  -0.049
H (2.58260, -1.01017, -0.32385)  0.015
H (3.37533, -0.30549, -1.40053)  0.050
O (-0.13134, -1.68219, -3.77169)  -0.054
H (-0.58611, -1.65120, -2.93001)  0.005
H (0.17543, -0.78878, -3.94486)  0.023
O (1.46594, -2.05112, 1.97372)  -0.035
H (1.28589, -2.22907, 2.89735)  0.053
H (2.20541, -1.46013, 1.82692)  0.033
O (-3.22840, 2.07670, -0.20498)  -0.041
H (-2.44632, 1.63216, 0.13888)  -0.028
H (-3.66276, 1.35584, -0.66953)  0.046

Cartesian forces (eV/Å) of the 6 atoms listed first:
C -0.486 1.031 -0.133
C -0.270 1.282 0.514
O 0.017 -0.141 -0.126
N -0.822 0.306 -0.524
C -0.138 -3.460 0.707
O -0.253 1.872 -0.366

Properties
- SMILES: CC(=O)NC=O.O.O.O.O.O
- Energy above the lowest of the compared OMol25 structures with the same formula, charge and spin: 106.46 kJ/mol
- Lowest unoccupied orbital energy: 0.18 eV
- Electronic energy: -704.7217 hartree
- Orbital gap: 10.6013 eV



(4)
Molecular formula: C3H15O5
Method: DFT, the ωB97M-V functional and the def2-TZVPD basis

Each line ends with the Löwdin charge.
Geometry (Å):
C (0.27546, 1.46817, -1.32268)  -0.208
O (1.44245, 0.70809, -0.57111)  -0.174
C (0.94691, 1.82950, -2.62424)  -0.332
C (0.83065, 3.28303, -3.09168)  -0.568
H (0.00609, 2.32724, -0.77616)  0.067
H (-0.54719, 0.89601, -1.39735)  0.047
H (0.41714, 1.06836, -3.37432)  0.110
H (2.01796, 1.56098, -2.60712)  0.080
H (0.39268, 3.29398, -4.14365)  -0.042
H (1.78838, 3.70315, -3.10648)  -0.060
H (0.14272, 3.92374, -2.53082)  -0.025
H (0.23657, -2.10096, 0.07572)  -0.026
H (1.03832, -0.06244, -0.14190)  -0.009
O (-0.40438, -1.37732, 0.25466)  -0.355
H (0.40893, -0.86266, 3.66895)  -0.100
H (1.69925, -0.70195, 2.99194)  0.010
O (1.26026, -0.66308, 3.81741)  -0.031
H (-2.17306, -2.43721, 0.39570)  -0.085
H (-2.76564, -3.51547, -0.48301)  0.042
O (-2.97287, -2.74027, 0.09652)  -0.072
H (-0.50315, -1.27563, 1.58682)  -0.045
H (-1.46404, -0.75308, 2.79813)  -0.023
O (-0.95210, -1.49596, 2.56191)  -0.201

Cartesian forces (eV/Å) of the 6 atoms listed first:
C 5.892 0.061 1.320
O -2.074 1.250 -0.792
C -1.383 -1.555 -1.857
C -2.196 -1.053 -1.410
H 0.069 1.111 0.966
H -2.567 -2.493 -0.318

Properties
- Lowest unoccupied orbital energy (spin up / spin down): 5.68 / 5.64 eV
- Electronic energy: -499.3430 hartree
- Spin multiplicity: 2
- Charge: -2
- Orbital gap (spin up / spin down): 1.8782 / 8.3941 eV



(5)
Molecular formula: C3H16Cl2F3N3O3S
Method: DFT, the ωB97M-V functional and the def2-TZVPD basis

Each line ends with the Löwdin charge.
Geometry (Å):
N (-2.61094, -0.14891, -3.41717)  0.311
H (-3.30453, -0.90199, -3.46895)  0.164
H (-2.26220, -0.07624, -2.44449)  0.097
H (-3.04152, 0.72821, -3.71210)  0.163
H (-1.85031, -0.48050, -4.00548)  0.146
N (2.22529, 1.48487, -3.45602)  0.312
H (2.56162, 2.34152, -3.90202)  0.166
H (2.98168, 0.84407, -3.21351)  0.152
H (1.65044, 0.97829, -4.12497)  0.146
H (1.74306, 1.72735, -2.55975)  0.080
N (1.61318, -2.18807, -0.30418)  0.291
H (0.77327, -1.72736, -0.70100)  0.088
H (2.02321, -1.63567, 0.44863)  0.143
H (2.23413, -2.21330, -1.11184)  0.146
H (1.36970, -3.12059, 0.03546)  0.148
C (-0.68993, 1.88684, 1.11386)  -0.682
F (-1.27674, 3.08058, 1.12553)  0.165
F (0.47793, 1.97710, 1.71196)  0.170
F (-1.48791, 1.02019, 1.69473)  0.154
S (-0.40403, 1.37006, -0.68636)  0.585
O (-1.71128, 1.33140, -1.32531)  -0.326
O (0.57074, 2.25527, -1.34797)  -0.333
O (0.14634, 0.02181, -0.46313)  -0.398
Cl (-2.00961, -0.97895, 5.35191)  0.584
C (-0.44588, -0.46196, 4.67296)  -0.652
C (0.22969, -1.54706, 3.84003)  -0.676
Cl (-0.61455, -2.00501, 2.36938)  0.583
H (0.16911, -0.16306, 5.51915)  0.080
H (-0.58580, 0.44776, 4.08922)  0.047
H (0.21633, -2.38133, 4.55065)  0.070
H (1.30953, -1.46533, 3.72078)  0.075

Cartesian forces (eV/Å) of the 6 atoms listed first:
N -0.357 -1.339 0.168
H -0.245 0.230 0.114
H -0.068 0.732 0.188
H 0.267 0.110 -0.032
H 0.052 0.545 -0.305
N 0.469 -0.316 0.088

Properties
- Lowest unoccupied orbital energy: -7.06 eV
- Electronic energy: -2131.4963 hartree
- Charge: +2
- Orbital gap: 7.6237 eV